<a>
# C5H9N7

A 2-piece molecular cluster, C5H9N7 overall (ωB97M-V/def2-TZVPD, the OMol25 dataset).

Cartesian coordinates (Å):
N1 2.429 1.252 -0.230
N2 -0.321 -0.372 -1.086
N3 1.342 -0.228 0.782
N4 1.779 0.167 -0.430
N5 -2.016 -1.918 -0.340
N6 2.440 1.584 1.071
N7 -2.300 -0.252 -2.052
C1 -1.533 0.757 -2.615
C2 -0.325 0.665 -2.005
C3 -1.516 -0.877 -1.142
C4 1.486 0.579 3.167
C5 1.755 0.651 1.701
H1 0.556 1.273 -2.176
H2 0.403 0.599 3.372
H3 -3.290 -0.401 -2.175
H4 -1.922 1.414 -3.389
H5 -1.303 -2.193 0.331
H6 -2.289 -2.736 -0.886
H7 1.901 -0.342 3.593
H8 0.792 -1.065 0.873
H9 1.932 1.442 3.638

**HOMO-LUMO gap**: 8.86 eV
**LUMO level**: 0.51 eV
**HOMO level**: -8.349 eV
**SMILES**: Cc1nnn[nH]1.Nc1ncc[nH]1

<b>
# C5H9N7

A single C5H9N7 molecule (ωB97M-V/def2-TZVPD, the OMol25 dataset).

Cartesian coordinates (Å):
N1 -2.896 -1.229 -0.170
N2 -0.816 2.940 0.158
N3 -0.589 -0.720 -0.227
N4 -1.981 0.926 0.038
N5 1.597 -1.126 -0.228
N6 0.100 -2.933 0.225
N7 0.406 -1.725 -0.433
C1 1.558 0.116 -0.159
C2 0.278 0.735 -0.103
C3 2.854 0.909 -0.144
C4 -1.861 -0.364 -0.083
C5 -0.792 1.587 0.041
H1 3.592 0.275 0.271
H2 -1.716 3.417 -0.096
H3 -2.589 -2.226 -0.447
H4 -0.393 -2.651 1.217
H5 -0.111 3.626 0.440
H6 -3.709 -1.116 0.343
H7 3.268 0.961 -1.185
H8 2.824 1.934 0.168
H9 0.977 -3.337 0.374

**HOMO-LUMO gap**: 7.96 eV
**LUMO level**: 0.89 eV
**HOMO level**: -7.066 eV
**SMILES**: Cc1nn(N)n2c(N)nc(N)c12

<a> comes first in stability; the runner-up is 283.7 kJ/mol higher.

<a>
# C34H28BrCl2FN3O3S2Ti

C34H28BrCl2FN3O3S2Ti as an isolated structure (ωB97M-V/def2-TZVPD, the OMol25 dataset).

Cartesian coordinates (Å):
Br1 -1.755 1.756 0.131
Ti1 0.936 0.264 -0.234
Cl1 4.083 -3.818 0.979
Cl2 0.759 0.191 2.429
S1 -3.518 -1.001 0.421
S2 2.789 -1.029 0.284
F1 1.572 4.050 -6.070
O1 -0.105 -1.291 -0.121
O2 -3.243 -2.403 0.023
O3 0.084 6.162 2.132
N1 -0.065 0.251 -2.215
N2 -0.932 -0.637 -4.008
N3 0.819 2.420 0.579
C1 1.777 3.976 -3.731
C2 -0.330 -0.898 -2.831
C3 1.365 -1.902 4.010
C4 -0.140 -2.237 -2.296
C5 -2.408 -1.927 2.716
C6 1.830 3.167 1.057
C7 2.159 2.005 -5.069
C8 1.661 4.421 1.589
C9 2.610 1.064 -1.433
C10 -1.088 0.724 -4.139
C11 -0.545 1.264 -3.026
C12 -0.062 -3.649 -0.344
C13 -0.124 -3.373 -3.106
C14 -0.047 -4.764 -1.156
C15 -0.692 4.180 1.191
C16 3.035 -3.061 2.122
C17 -0.092 -2.379 -0.909
C18 -0.070 -4.631 -2.545
C19 1.571 -1.321 2.774
C20 -3.113 -0.872 2.165
C21 1.831 3.343 -4.955
C22 -2.380 -0.767 4.824
C23 2.343 1.875 -2.652
C24 2.040 3.233 -2.587
C25 -0.408 2.938 0.687
C26 -2.054 -1.876 4.058
C27 2.843 -3.673 3.350
C28 -5.304 -0.835 0.573
C29 -3.447 0.246 2.921
C30 -3.074 0.296 4.255
C31 0.371 4.955 1.649
C32 2.407 -1.852 1.794
C33 2.412 1.284 -3.915
C34 2.013 -3.090 4.297
H1 2.219 1.550 -6.048
H2 -1.549 1.175 -4.998
H3 -5.671 -1.432 1.405
H4 0.877 6.629 2.430
H5 0.710 -1.426 4.726
H6 -5.702 -1.210 -0.369
H7 -0.012 -5.751 -0.713
H8 2.819 2.732 1.021
H9 -2.181 -2.784 2.094
H10 -4.004 1.066 2.483
H11 -1.530 -2.712 4.504
H12 3.328 0.279 -1.669
H13 -1.706 4.548 1.245
H14 -2.110 -0.732 5.872
H15 -0.132 -3.272 -4.186
H16 2.517 4.971 1.955
H17 1.549 5.033 -3.685
H18 -3.342 1.154 4.858
H19 -0.046 -5.508 -3.177
H20 3.082 1.664 -0.652
H21 2.673 0.234 -3.989
H22 3.352 -4.603 3.557
H23 -1.293 -1.339 -4.631
H24 -5.565 0.216 0.693
H25 1.872 -3.565 5.258
H26 2.014 3.736 -1.626
H27 -0.040 -3.731 0.736
H28 -0.445 2.303 -2.769

**HOMO-LUMO gap**: 7.28 eV
**LUMO level**: -3.31 eV
**HOMO level**: -10.596 eV
**Charge**: +1

<b>
# C34H28BrCl2FN3O3S2Ti

C34H28BrCl2FN3O3S2Ti as an isolated structure (ωB97M-V/def2-TZVPD, the OMol25 dataset).

Cartesian coordinates (Å):
Br1 1.153 -2.544 1.443
Ti1 -0.044 0.813 0.448
Cl1 0.845 3.722 -1.305
Cl2 -1.893 0.437 -4.679
S1 -1.225 1.217 -1.697
S2 -2.362 -1.524 -0.559
F1 5.536 -1.774 3.474
O1 3.364 -3.342 -3.102
O2 -1.411 -0.788 0.392
O3 0.011 0.397 2.204
N1 1.200 -0.773 -0.703
N2 -2.365 3.692 2.659
N3 -1.279 2.427 1.239
C1 -0.346 -3.548 -3.343
C2 -2.570 4.248 1.416
C3 -1.295 1.201 6.011
C4 -1.223 1.760 3.663
C5 1.612 -0.389 -1.926
C6 -0.494 0.085 5.767
C7 -1.182 -4.061 -0.735
C8 4.756 -0.938 1.422
C9 3.797 -0.192 3.507
C10 2.923 0.620 2.803
C11 -1.591 2.601 2.531
C12 1.947 1.491 0.658
C13 4.690 -0.973 2.800
C14 -1.459 -2.842 -1.344
C15 1.578 -1.988 -0.304
C16 -3.375 -2.421 0.595
C17 -0.810 1.756 -4.352
C18 0.906 3.883 -3.973
C19 2.921 0.655 1.409
C20 -0.485 -5.025 -1.445
C21 2.300 -2.871 -1.080
C22 -0.068 -4.769 -2.746
C23 2.344 -1.183 -2.774
C24 -0.296 2.432 -5.447
C25 -1.654 2.026 4.966
C26 0.377 3.195 -2.896
C27 3.871 -0.117 0.739
C28 2.683 -2.466 -2.350
C29 -1.912 3.451 0.548
C30 -0.057 -0.196 4.489
C31 0.565 3.498 -5.258
C32 -0.422 0.642 3.437
C33 -0.499 2.108 -3.030
C34 -1.049 -2.577 -2.644
H1 -0.030 -3.351 -4.359
H2 -1.275 -1.620 -3.098
H3 -2.278 2.885 5.178
H4 -3.161 5.132 1.268
H5 -0.208 -0.562 6.586
H6 0.579 -1.044 4.274
H7 -2.736 4.041 3.525
H8 5.493 -1.536 0.904
H9 -1.635 1.420 7.013
H10 -0.269 -5.978 -0.982
H11 2.329 1.748 -0.330
H12 -1.494 -4.270 0.279
H13 3.609 -2.952 -3.950
H14 -4.007 -1.677 1.076
H15 1.331 0.607 -2.235
H16 3.931 -0.069 -0.343
H17 0.966 4.029 -6.110
H18 2.228 1.242 3.354
H19 0.470 -5.529 -3.297
H20 2.636 -0.810 -3.747
H21 -3.984 -3.133 0.041
H22 3.803 -0.219 4.589
H23 -2.748 -2.910 1.336
H24 1.711 2.420 1.194
H25 1.574 4.713 -3.794
H26 -1.851 3.526 -0.519
H27 2.569 -3.848 -0.709
H28 -0.581 2.116 -6.440

**HOMO-LUMO gap**: 7.44 eV
**LUMO level**: -2.92 eV
**HOMO level**: -10.362 eV
**Charge**: +1

<b> comes first in stability; the runner-up is 112.1 kJ/mol higher.

<a>
# C5H12N

A 2-piece molecular cluster, C5H12N overall (ωB97M-V/def2-TZVPD, the OMol25 dataset).

Cartesian coordinates (Å):
N1 -0.403 -0.898 -0.998
C1 -0.702 -2.216 -0.871
C2 0.332 -0.353 -2.138
C3 -0.025 1.581 1.240
C4 1.265 0.823 1.434
C5 -1.240 1.094 1.509
H1 -2.052 1.794 1.372
H2 1.052 0.356 -1.725
H3 0.798 -1.177 -2.664
H4 -1.308 0.125 1.983
H5 1.914 1.357 2.129
H6 -0.376 0.209 -2.751
H7 -0.599 -0.332 -0.194
H8 -0.376 -2.970 -1.572
H9 0.079 2.597 0.871
H10 1.070 -0.153 1.879
H11 1.782 0.728 0.481
H12 -1.210 -2.564 0.016

**HOMO-LUMO gap (spin up / spin down)**: 6.53 / 10.90 eV
**LUMO level (spin up / spin down)**: 1.06 / 1.03 eV
**HOMO level (spin up / spin down)**: -5.472 / -9.868 eV
**⟨S²⟩**: 0.75
**Spin multiplicity**: 2

<b>
# C5H12N

A single C5H12N molecule (ωB97M-V/def2-TZVPD, the OMol25 dataset).

Cartesian coordinates (Å):
N1 1.084 0.246 -1.731
C1 -1.213 -1.086 1.029
C2 -2.002 -0.140 1.526
C3 1.199 0.965 0.554
C4 -0.476 -1.027 -0.302
C5 0.289 0.271 -0.461
H1 2.326 0.885 0.402
H2 -2.644 -0.485 2.329
H3 -0.463 1.059 -0.670
H4 0.265 -1.863 -0.310
H5 1.127 2.062 0.539
H6 -1.797 0.933 1.606
H7 1.463 1.213 -1.896
H8 -1.208 -1.045 -1.122
H9 0.533 0.064 -2.609
H10 -1.261 -2.088 1.432
H11 0.943 0.503 1.501
H12 1.833 -0.468 -1.819

**HOMO-LUMO gap (spin up / spin down)**: 4.46 / 10.74 eV
**LUMO level (spin up / spin down)**: 0.86 / 0.66 eV
**HOMO level (spin up / spin down)**: -3.600 / -10.082 eV
**⟨S²⟩**: 0.75
**Spin multiplicity**: 2

<a> comes first in stability; the runner-up is 182.7 kJ/mol higher.

<a>
# C7H13N

A single C7H13N molecule (ωB97M-V/def2-TZVPD, the OMol25 dataset).

Cartesian coordinates (Å):
N1 1.877 -2.002 0.113
C1 0.288 0.193 -0.175
C2 -0.910 0.992 -0.349
C3 0.446 -0.326 1.269
C4 1.542 0.943 -0.640
C5 1.368 -1.579 1.373
C6 -3.242 1.133 -1.198
C7 -2.058 0.512 -1.010
H1 -0.561 -0.557 1.640
H2 2.393 0.265 -0.579
H3 -1.968 -0.497 -1.411
H4 0.199 -0.732 -0.760
H5 1.437 1.227 -1.691
H6 -3.421 2.140 -0.846
H7 -0.967 2.007 0.043
H8 2.146 -2.981 0.171
H9 0.766 -2.363 1.863
H10 1.709 1.842 -0.049
H11 -4.026 0.610 -1.724
H12 2.181 -1.330 2.072
H13 0.803 0.502 1.889

**HOMO-LUMO gap**: 3.62 eV
**LUMO level**: -2.42 eV
**HOMO level**: -6.044 eV

<b>
# C7H13N

C7H13N as an isolated structure (ωB97M-V/def2-TZVPD, the OMol25 dataset).

Cartesian coordinates (Å):
N1 -0.993 -2.158 0.599
C1 0.150 -0.192 -0.316
C2 1.578 -0.701 0.358
C3 -2.206 0.073 0.257
C4 -2.347 1.417 -0.251
C5 2.448 0.452 0.758
C6 0.636 0.758 -1.394
C7 -1.153 -0.796 0.167
H1 0.980 1.743 -1.021
H2 -0.551 0.693 -1.103
H3 1.237 -1.259 1.263
H4 -1.273 -2.814 -0.207
H5 -3.256 1.710 -0.844
H6 3.308 0.233 1.514
H7 0.653 0.686 -2.489
H8 3.001 1.062 -0.046
H9 -3.113 -0.493 0.540
H10 -1.589 -2.393 1.415
H11 2.139 -1.375 -0.342
H12 -1.538 1.979 -0.022
H13 1.891 1.379 1.166

**HOMO-LUMO gap**: 6.47 eV
**LUMO level**: -0.40 eV
**HOMO level**: -6.870 eV

<a> comes first in stability; the runner-up is 185.4 kJ/mol higher.

<a>
# C7H13N

C7H13N as an isolated structure (ωB97M-V/def2-TZVPD, the OMol25 dataset).

Cartesian coordinates (Å):
N1 0.952 -2.736 0.373
C1 -1.046 1.949 0.122
C2 1.065 -1.327 0.106
C3 -0.212 -0.428 -0.054
C4 0.061 0.976 -0.173
C5 -1.609 -0.985 -0.010
C6 0.696 -0.399 1.177
C7 1.269 1.571 -0.836
H1 1.644 2.431 -0.271
H2 1.110 0.355 1.832
H3 -2.233 -0.455 0.712
H4 0.192 -3.010 0.984
H5 -0.712 2.984 0.035
H6 -2.085 -0.901 -0.993
H7 -1.886 1.803 -0.565
H8 0.981 1.951 -1.824
H9 2.090 0.870 -0.973
H10 0.868 -3.299 -0.468
H11 -1.431 1.798 1.135
H12 -1.592 -2.035 0.280
H13 1.877 -1.116 -0.589

**HOMO-LUMO gap**: 8.24 eV
**LUMO level**: 0.95 eV
**HOMO level**: -7.289 eV

<b>
# C7H13N

A single C7H13N molecule (ωB97M-V/def2-TZVPD, the OMol25 dataset).

Cartesian coordinates (Å):
N1 -1.757 0.164 0.706
C1 0.483 -0.746 0.550
C2 -0.554 -0.078 0.037
C3 -0.651 0.309 -1.387
C4 0.323 1.160 -3.593
C5 0.772 -1.333 1.904
C6 0.409 -0.495 3.145
C7 0.317 0.865 -2.115
H1 0.342 -2.333 1.946
H2 -0.117 0.339 -4.155
H3 -0.238 2.071 -3.785
H4 -1.525 -0.075 -1.920
H5 -1.803 0.082 1.705
H6 1.258 -0.938 -0.191
H7 -0.446 0.128 2.906
H8 -2.480 0.774 0.362
H9 1.360 1.321 -3.884
H10 0.092 -1.093 3.992
H11 1.822 -1.502 1.948
H12 1.184 1.176 -1.553
H13 1.209 0.204 3.384

**HOMO-LUMO gap**: 8.81 eV
**LUMO level**: 1.14 eV
**HOMO level**: -7.669 eV
**SMILES**: C/C=C/C(N)=C/CC

<b> comes first in stability; the runner-up is 248.2 kJ/mol higher.